Density functional theory data (ωB97M-V/def2-TZVPD) for an isolated molecule of CH3NOS2 in a non-equilibrium geometry.

```
8
Properties=species:S:1:pos:R:3:forces:R:3
C 0.394 1.078 -1.070 0.1 -3.7 2.2
N -0.328 0.537 -0.124 -0.8 3.5 -2.4
S -0.368 -0.720 0.916 1.1 -0.7 0.4
O -0.191 -0.202 2.267 0.2 -0.2 -1.5
S -1.861 -1.935 0.660 1.3 1.1 -0.4
H 0.194 1.944 -1.701 -0.8 0.2 0.8
H 1.324 0.547 -1.373 -0.2 0.3 0.1
H 0.837 -1.249 0.424 -0.8 -0.4 0.9
```
Forces are in eV/Å.

Summary:
Total charge: 0
Maximum force (eV Å⁻¹): 4.34
HOMO level (eV): -9.640
2S+1: 1

These are the natural (NBO) partial charges, in e, on atoms 1 to 2: 0.054 -0.715

---

Density functional theory data (ωB97M-V/def2-TZVPD) for a cluster of 2 separate species, CH3NOS2 in total in a non-equilibrium geometry.

```
8
Properties=species:S:1:pos:R:3:forces:R:3
N -2.066 0.803 -0.717 -0.2 -0.1 0.0
C -3.036 0.190 -0.369 0.9 0.2 -0.4
S -4.161 -0.826 -0.049 -0.8 -0.4 0.3
H -1.722 1.731 -0.590 0.0 0.3 0.1
O 1.792 -1.564 0.475 0.2 -0.2 0.1
S 1.351 -0.826 -0.947 0.0 0.0 0.0
H 2.211 -0.912 1.047 -0.1 0.1 0.0
H 0.028 -0.770 -0.717 0.0 0.1 0.0
```
Forces are in eV/Å.

Summary:
Total charge: 0
Maximum force (eV Å⁻¹): 1.05
HOMO level (eV): -9.252
2S+1: 1

These are the natural (NBO) partial charges, in e, on atoms 1 to 2: -0.688 0.222

---

Asked for energy above the lowest of the compared OMol25 structures with the same formula, charge and spin across the records above, the calculation gives 246.2 60.3 kJ/mol in order.
Asked for lowest unoccupied orbital energy across the records above, the calculation gives -0.708 0.447 eV in order.
Asked for frontier orbital gap across the records above, the calculation gives 8.932 9.699 eV in order.